The following is a DFT calculation (ωB97M-V with the def2-TZVPD basis set) of a 14-piece molecular cluster, C56H154N14O14 overall.

Summary:
strongest force on any atom: 0.05517 Eh/bohr
relative energy (zero: lowest compared OMol25 entry of this formula, charge and spin): 5.468 eV
orbital gap: 0.3250 Ha
HOMO: -8.351 eV
E_tot: -4045.55395 a.u.

```
238
C56H154N14O14 | the OMol25 dataset | ωB97M-V with the def2-TZVPD basis set
C -4.04 4.68 -33.74
C -4.59 4.57 -35.13
C -4.36 5.86 -36.03
O -5.31 6.79 -35.54
C -5.32 7.95 -36.35
N -4.22 3.34 -35.75
H -4.48 3.89 -33.12
H -4.37 5.61 -33.28
H -2.96 4.71 -33.63
H -5.67 4.47 -35.12
H -4.61 5.69 -37.08
H -3.37 6.32 -35.94
H -5.60 7.58 -37.33
H -4.38 8.46 -36.54
H -6.19 8.59 -36.17
H -4.94 3.13 -36.43
H -4.28 2.62 -35.04
C 0.44 1.77 -36.71
C -0.65 2.71 -36.12
C -0.30 4.17 -35.64
O 0.41 4.10 -34.40
C 0.74 5.48 -33.92
N -1.67 2.79 -37.20
H 1.21 1.55 -35.97
H 0.99 2.25 -37.52
H 0.07 0.89 -37.23
H -1.06 2.20 -35.25
H -1.20 4.75 -35.46
H 0.39 4.58 -36.38
H -0.14 6.05 -33.62
H 1.35 5.94 -34.69
H 1.40 5.34 -33.06
H -2.00 1.87 -37.45
H -2.53 3.16 -36.80
C 1.94 -3.67 -27.83
C 3.33 -3.26 -27.19
C 4.39 -4.41 -27.07
O 5.57 -3.99 -26.44
C 5.37 -3.52 -25.14
N 3.85 -2.24 -28.06
H 2.02 -4.16 -28.80
H 1.33 -2.77 -27.95
H 1.45 -4.36 -27.15
H 3.28 -2.77 -26.22
H 4.55 -4.92 -28.02
H 3.96 -5.24 -26.50
H 5.18 -2.45 -25.16
H 6.30 -3.58 -24.58
H 4.53 -4.00 -24.62
H 4.84 -2.18 -27.89
H 3.74 -2.61 -29.00
C 4.31 0.18 -33.93
C 4.92 0.75 -32.64
C 6.25 0.00 -32.16
O 6.05 -1.35 -32.17
C 7.29 -2.04 -31.94
N 5.13 2.18 -32.81
H 4.96 0.39 -34.77
H 3.38 0.67 -34.20
H 4.03 -0.88 -33.89
H 4.18 0.64 -31.84
H 6.51 0.30 -31.15
H 7.11 0.15 -32.82
H 7.71 -1.74 -30.98
H 8.05 -1.82 -32.69
H 7.14 -3.11 -32.10
H 4.37 2.51 -33.39
H 5.05 2.66 -31.93
C -8.36 1.23 -25.42
C -7.12 0.44 -25.89
C -6.38 1.04 -27.00
O -5.28 0.09 -27.42
C -5.07 0.09 -28.83
N -6.27 0.44 -24.72
H -8.08 2.17 -24.93
H -8.76 0.66 -24.59
H -9.04 1.35 -26.26
H -7.29 -0.63 -26.03
H -6.05 2.06 -26.84
H -7.07 1.16 -27.83
H -4.71 1.08 -29.08
H -5.88 -0.31 -29.44
H -4.24 -0.55 -29.11
H -6.48 -0.29 -24.05
H -5.40 0.21 -25.18
C 2.25 -2.09 -31.79
C 3.16 -3.31 -31.90
C 3.73 -3.56 -33.29
O 4.38 -4.83 -33.23
C 4.57 -5.29 -34.55
N 4.26 -3.17 -30.93
H 2.01 -1.84 -30.75
H 1.36 -2.19 -32.41
H 2.77 -1.25 -32.26
H 2.56 -4.17 -31.60
H 4.50 -2.90 -33.71
H 2.86 -3.63 -33.95
H 5.26 -4.58 -35.01
H 3.68 -5.37 -35.17
H 5.12 -6.23 -34.64
H 4.86 -3.98 -31.02
H 4.82 -2.39 -31.24
C 1.07 1.54 -32.53
C -0.40 1.33 -32.25
C -0.65 0.93 -30.79
O -0.56 -0.42 -30.55
C -0.90 -0.98 -29.30
N -1.14 2.52 -32.50
H 1.58 2.19 -31.82
H 1.25 1.94 -33.53
H 1.56 0.56 -32.56
H -0.79 0.58 -32.93
H -1.66 1.17 -30.45
H -0.15 1.63 -30.12
H -1.98 -1.07 -29.13
H -0.47 -0.51 -28.42
H -0.49 -1.99 -29.22
H -1.07 3.15 -31.72
H -0.80 3.03 -33.31
C 4.08 5.39 -32.09
C 4.26 4.96 -30.66
C 2.88 4.56 -30.07
O 2.00 5.68 -30.00
C 0.70 5.29 -29.76
N 5.24 3.91 -30.64
H 5.04 5.56 -32.57
H 3.41 6.23 -32.28
H 3.61 4.62 -32.70
H 4.65 5.83 -30.13
H 3.07 4.07 -29.12
H 2.46 3.82 -30.75
H 0.10 6.18 -29.57
H 0.63 4.57 -28.94
H 0.25 4.90 -30.67
H 5.40 3.74 -29.66
H 6.04 4.40 -31.02
C 8.46 4.00 -36.66
C 7.23 3.88 -35.72
C 5.86 4.07 -36.37
O 4.78 3.86 -35.40
C 3.46 4.20 -35.93
N 7.30 2.57 -35.10
H 8.40 4.88 -37.31
H 8.55 3.13 -37.30
H 9.38 4.11 -36.08
H 7.34 4.68 -34.99
H 5.85 3.32 -37.17
H 5.75 5.05 -36.83
H 3.27 3.70 -36.87
H 3.34 5.27 -36.10
H 2.72 3.82 -35.24
H 6.57 2.38 -34.42
H 8.17 2.33 -34.66
C -1.68 -4.60 -30.72
C -1.69 -5.11 -29.23
C -3.07 -5.27 -28.60
O -3.57 -3.97 -28.27
C -4.83 -4.12 -27.56
N -1.08 -6.42 -29.34
H -2.12 -5.33 -31.39
H -0.68 -4.37 -31.07
H -2.29 -3.70 -30.77
H -1.24 -4.39 -28.56
H -3.04 -5.88 -27.70
H -3.72 -5.88 -29.24
H -4.64 -4.67 -26.63
H -5.57 -4.62 -28.18
H -5.16 -3.13 -27.24
H -0.97 -6.91 -28.46
H -1.61 -7.07 -29.91
C 3.05 1.19 -29.08
C 3.38 1.59 -27.59
C 2.40 0.88 -26.55
O 2.70 1.20 -25.25
C 1.91 0.64 -24.22
N 4.75 1.08 -27.43
H 3.04 0.10 -29.16
H 3.83 1.56 -29.74
H 2.06 1.55 -29.38
H 3.27 2.65 -27.38
H 2.49 -0.21 -26.63
H 1.42 1.26 -26.84
H 2.09 1.25 -23.33
H 2.20 -0.39 -24.01
H 0.85 0.79 -24.41
H 4.80 0.10 -27.69
H 4.95 1.13 -26.45
C -1.67 -1.61 -22.02
C -2.84 -1.31 -22.95
C -2.65 -2.01 -24.36
O -1.36 -1.66 -24.89
C -1.04 -2.36 -26.04
N -4.06 -1.86 -22.25
H -0.72 -1.45 -22.53
H -1.71 -2.65 -21.72
H -1.64 -0.88 -21.21
H -3.03 -0.26 -23.16
H -3.41 -1.73 -25.08
H -2.81 -3.08 -24.20
H -0.92 -3.44 -25.90
H -0.07 -2.02 -26.42
H -1.68 -2.21 -26.91
H -4.87 -1.75 -22.84
H -3.84 -2.84 -22.16
C -3.90 -0.73 -32.13
C -4.48 0.33 -33.07
C -5.63 1.25 -32.52
O -6.77 0.44 -32.16
C -7.81 1.11 -31.41
N -3.42 1.09 -33.68
H -4.69 -1.43 -31.86
H -3.42 -0.23 -31.30
H -3.26 -1.30 -32.81
H -4.85 -0.22 -33.93
H -5.95 2.01 -33.24
H -5.26 1.85 -31.69
H -7.59 1.68 -30.51
H -8.48 0.34 -31.04
H -8.35 1.78 -32.08
H -2.81 1.52 -33.00
H -2.93 0.58 -34.40
C 1.17 -1.78 -39.22
C 1.61 -2.96 -38.30
C 1.62 -2.51 -36.76
O 0.46 -1.81 -36.42
C 0.45 -1.40 -35.05
N 0.64 -3.97 -38.52
H 0.19 -1.39 -38.97
H 1.15 -2.07 -40.27
H 1.86 -0.95 -39.05
H 2.60 -3.28 -38.61
H 2.45 -1.81 -36.70
H 1.73 -3.46 -36.23
H 0.44 -2.28 -34.41
H -0.48 -0.89 -34.82
H 1.34 -0.78 -34.91
H 0.46 -4.06 -39.51
H -0.23 -3.69 -38.10
```